The following is a DFT calculation (the ωB97M-V functional and the def2-TZVPD basis) of a structure of composition C22H17FN6S in a non-equilibrium geometry.

Element x y z (Å)
F  0.698212  -5.761277  2.997454
N  -0.869956  1.778692  1.838607
N  0.526311  7.426952  -0.496239
N  1.023938  6.622341  1.801270
N  1.013753  -0.558196  -1.648815
S  0.972465  8.098175  0.963956
C  -1.040371  0.489809  1.896208
C  -0.046714  2.021120  0.741986
C  0.381489  0.856557  0.158206
C  1.200526  0.606752  -1.027929
C  1.721430  -0.834327  -2.741092
C  2.144356  1.533915  -1.482414
C  2.696066  0.037009  -3.238527
C  2.889985  1.271640  -2.605311
C  1.560188  -2.395092  4.004191
C  1.625318  -3.785970  3.772573
C  0.353008  -1.741358  3.739281
C  -0.658729  -3.786906  2.982983
C  -0.050093  3.854809  -1.006268
C  0.540377  -4.467150  3.244037
C  0.157713  3.405871  0.307125
C  -0.721394  -2.427155  3.203626
C  0.060404  5.217424  -1.342221
C  0.573360  4.347803  1.278130
C  0.453600  6.111542  -0.344249
C  0.673899  5.693274  0.938884
N  -0.278597  -0.084463  0.891476
N  -1.836185  -1.698734  2.848292
C  1.450877  -2.121175  -3.437024
C  -1.960269  -0.211355  2.887716
H  2.260127  2.484983  -0.998933
H  3.194437  -0.355120  -4.105675
H  3.609391  1.998449  -2.979019
H  2.417531  -1.785959  4.291335
H  2.582154  -4.303781  3.921737
H  0.279412  -0.683349  3.881346
H  -1.477265  -4.379112  2.579507
H  -0.378213  3.138855  -1.765249
H  -0.201702  5.633995  -2.327318
H  0.818185  4.037613  2.297628
H  -0.240196  -1.095045  0.703320
H  -2.605204  -2.216251  2.481990
H  0.589277  -1.959821  -4.076568
H  1.188384  -2.871445  -2.685602
H  2.307580  -2.508987  -4.026350
H  -1.750569  0.135221  3.894466
H  -2.976972  0.100547  2.658790

Forces on the atoms, in the same order (eV/Å):
-0.4 -0.6 -0.2
0.0 0.7 -0.5
0.6 1.7 0.6
0.2 2.7 0.2
-0.4 -0.2 0.2
-0.6 -3.6 -0.8
1.3 -0.1 -1.1
-0.2 0.6 0.3
-1.0 0.7 0.6
0.4 -0.3 -0.2
0.9 0.7 0.2
-0.4 0.3 0.2
-0.7 -0.1 0.4
0.2 -0.9 -0.7
-1.1 -0.6 -0.6
1.3 0.6 0.1
1.5 -0.3 0.3
0.6 -1.9 -0.3
-0.5 2.0 -1.7
-0.1 2.0 0.7
1.4 1.7 2.6
-0.4 1.0 0.0
-0.5 -2.2 -0.8
-0.6 -2.7 -0.5
-0.8 1.7 -1.6
0.9 -0.6 2.0
-0.8 -2.7 0.6
-0.8 1.2 -0.3
0.2 -0.7 0.2
1.0 -1.5 -0.5
0.0 0.1 0.3
0.5 0.5 -0.3
-0.1 -0.2 0.1
-0.1 -0.5 0.2
-0.6 0.1 -0.1
0.1 0.4 0.1
0.0 0.3 0.0
0.1 0.3 0.2
0.3 -0.5 0.5
-0.3 0.0 -0.4
0.1 0.8 0.1
-0.3 0.0 -0.2
-0.1 -0.3 -0.3
-0.1 0.0 -0.2
-0.5 0.4 0.3
0.1 0.2 0.1
-0.1 -0.4 0.0

Its net charge is 0. For the highest occupied orbital energy, the calculation gives -0.296 hartree. Its HOMO-LUMO gap is 7.286 eV. Its calculated total energy is -1675.15196 a.u.